A gas-phase ion, C3H7N2OS (charge +1). Source: the Open Molecules 2025 dataset; level of theory: the ωB97M-V functional and the def2-TZVPD basis.

CARTESIAN COORDINATES (ANGSTROEM)
1 S -0.72933 -0.42635 0.56111
2 O 1.09661 0.69252 -2.69144
3 N 0.59003 0.02417 -1.85194
4 N 0.02600 0.60697 -0.87763
5 C -0.66936 0.53620 3.12421
6 C -0.91622 0.75096 1.87523
7 C 0.66904 -1.33930 -1.99963
8 H 0.07802 1.61340 -1.02512
9 H 1.45226 -1.64546 -2.60088
10 H -0.27582 -1.73646 -2.29996
11 H -0.85984 1.33322 3.75254
12 H 1.06943 -1.91764 -1.12191
13 H -1.33239 1.82605 1.67648
14 H -0.19842 -0.31827 3.47894

Properties
net charge	+1
E_LUMO	-0.1939	Eh
orbital gap	8.654	eV
relative energy (zero: lowest compared OMol25 entry of this formula, charge and spin)	6.1915	eV
spin multiplicity	1

=====

A molecular structure, C12H27AgBrNOSi. Source: the Open Molecules 2025 dataset; level of theory: the ωB97M-V functional and the def2-TZVPD basis.

CARTESIAN COORDINATES (ANGSTROEM)
1 Ag -0.92742 0.04686 0.43116
2 Br 1.27129 0.11512 -0.54856
3 Si 5.14257 -0.06128 -1.77650
4 O -1.32658 -0.43554 3.08639
5 N -0.37876 -0.28166 2.53009
6 C 5.34344 -2.87232 -1.10008
7 C 5.14347 -1.86778 -2.24365
8 C 6.27335 1.70716 -3.41250
9 C 5.83820 0.45660 -0.12575
10 C 6.37642 -1.95765 -3.19491
11 C 3.97315 2.40968 -2.60332
12 C 3.86797 -2.29712 -2.99595
13 C 7.34497 0.08408 -0.26347
14 C 4.82698 1.21780 -3.08249
15 C 5.73350 1.96032 0.17827
16 C 4.18335 0.70607 -4.38504
17 C 5.22509 -0.28813 1.07373
18 H 7.51746 -0.98165 -0.39844
19 H 6.21514 2.59068 -0.56732
20 H 4.15254 -0.10238 1.16098
21 H 3.86661 3.10591 -3.43632
22 H 4.41326 2.96011 -1.77553
23 H 6.91575 0.90974 -3.79122
24 H 6.24023 2.14728 1.12680
25 H 5.38893 -1.36074 1.05442
26 H 4.69990 2.28815 0.29057
27 H 3.95355 -3.36216 -3.21852
28 H 5.39769 -3.87021 -1.53855
29 H 2.96883 -2.16956 -2.38925
30 H 7.84236 0.62224 -1.07276
31 H 3.16862 0.33921 -4.23167
32 H 6.77299 2.18374 -2.57024
33 H 6.47156 -2.99808 -3.51463
34 H 4.12259 1.54408 -5.08051
35 H 3.72093 -1.78102 -3.94044
36 H 6.27555 -1.35326 -4.09498
37 H 7.31334 -1.69180 -2.70181
38 H 7.84322 0.37490 0.66440
39 H 2.96451 2.10280 -2.31799
40 H 5.69531 0.09464 1.98105
41 H 6.19634 2.45429 -4.20514
42 H 6.26612 -2.72362 -0.54330
43 H 4.50874 -2.87168 -0.40016
44 H 4.76228 -0.07304 -4.87801

Properties
net charge	+2
E_LUMO (spin up / spin down)	-0.4146 / -0.4149	Eh
orbital gap (spin up / spin down)	4.415 / 4.408	eV
spin multiplicity	1

=====

A single C19H18FNO molecule. Source: the Open Molecules 2025 dataset; level of theory: the ωB97M-V functional and the def2-TZVPD basis.

CARTESIAN COORDINATES (ANGSTROEM)
1 F -0.95391 0.61244 -3.47653
2 O -1.34873 -2.46199 0.90261
3 N 0.33151 0.42959 3.37235
4 C -3.48459 -0.75467 -5.63219
5 C 3.26303 1.20655 1.02226
6 C -0.36165 -0.36930 2.58229
7 C 2.01621 0.66867 1.62323
8 C 1.28587 -0.05969 0.78602
9 C -1.81674 -0.37807 -3.86881
10 C 3.84515 1.86813 3.34900
11 C -1.86196 -1.72616 -1.75871
12 C -1.11820 -0.92941 -0.87410
13 C 2.33165 1.74846 3.88786
14 C -2.27316 -1.43550 -3.16891
15 C -0.77749 -1.46627 0.45801
16 C 3.86962 2.23060 1.89373
17 C -1.78591 -0.55816 3.02016
18 C 0.14729 -0.61606 1.30065
19 C -3.08278 -2.33720 -3.86743
20 C 1.53437 0.92797 2.90920
21 C -2.42607 0.02825 -5.13017
22 C -3.69590 -2.00695 -4.99487
23 H 4.30370 2.60297 3.93073
24 H -2.53491 -0.38358 2.14255
25 H 2.40528 1.27725 4.82552
26 H 4.85799 2.39449 1.52149
27 H -2.10998 -2.72894 -1.35775
28 H 3.05182 1.71253 0.07006
29 H -3.95767 -0.33324 -6.57942
30 H -0.81321 0.07464 -1.19869
31 H -4.48174 -2.52287 -5.39532
32 H -2.18980 0.14048 3.75655
33 H 1.53775 -0.26878 -0.24807
34 H 1.90578 2.70440 3.85498
35 H 4.34968 0.89476 3.57007
36 H 4.06602 0.57384 0.74633
37 H -1.97812 0.86570 -5.67944
38 H 3.34466 3.22395 1.70156
39 H -1.91559 -1.58903 3.41721
40 H -3.47925 -3.25980 -3.41403

Properties
E_LUMO	-0.0188	Eh
orbital gap	8.363	eV
relative energy (zero: lowest compared OMol25 entry of this formula, charge and spin)	2.0296	eV
spin multiplicity	1

=====

A gas-phase ion, C5H12N2 (charge -1). Source: the Open Molecules 2025 dataset; level of theory: the ωB97M-V functional and the def2-TZVPD basis.

CARTESIAN COORDINATES (ANGSTROEM)
1 N 1.71699 0.00397 1.15572
2 N -2.27322 0.13965 0.44947
3 C 2.91804 -0.18283 0.58848
4 C -1.17048 1.23374 -1.45197
5 C 0.75745 -1.04108 0.92001
6 C -0.10922 -0.71523 -0.30847
7 C -0.98430 0.52362 -0.08286
8 H -1.33812 2.32535 -1.42900
9 H 2.96112 -1.01984 -0.14757
10 H 3.88056 0.27191 0.78426
11 H -2.21902 -0.53584 1.20453
12 H 0.11779 -1.06196 1.81569
13 H -1.91059 0.75544 -2.09070
14 H -0.73931 -1.59924 -0.49348
15 H 0.61222 -0.59443 -1.11440
16 H -0.16968 1.30967 -1.89456
17 H -2.78686 0.95610 0.77595
18 H -0.47213 1.28181 0.51341
19 H 1.20877 -2.05084 0.80551

Properties
net charge	-1
E_LUMO (spin up / spin down)	0.1486 / 0.1477	Eh
orbital gap (spin up / spin down)	3.364 / 7.143	eV
relative energy (zero: lowest compared OMol25 entry of this formula, charge and spin)	0.8721	eV
spin multiplicity	2

=====

2 unconnected molecules or ions with the total composition C3H9NO2S. Source: the Open Molecules 2025 dataset; level of theory: the ωB97M-V functional and the def2-TZVPD basis.

CARTESIAN COORDINATES (ANGSTROEM)
1 S 1.00040 1.21292 1.79012
2 O -0.81155 0.42844 -2.78481
3 O 2.20149 0.46882 -1.57081
4 N -0.42352 -0.12622 -0.51994
5 C -1.11627 -0.17786 -1.70540
6 C -0.93925 -0.73047 0.69456
7 C -0.44135 -0.00462 1.93716
8 H 1.61837 0.53231 -2.40270
9 H -1.94768 -0.91657 -1.60711
10 H -2.07796 -0.78346 0.78754
11 H -1.11058 0.65025 2.47862
12 H -0.10319 -0.82025 2.64468
13 H -0.62150 -1.67352 0.67946
14 H 2.02072 0.24849 1.76811
15 H 0.53479 0.24214 -0.57260
16 H 2.21707 1.44960 -1.61688

Properties
net charge	-1
E_LUMO (spin up / spin down)	0.1243 / 0.1240	Eh
orbital gap (spin up / spin down)	2.567 / 8.807	eV
relative energy (zero: lowest compared OMol25 entry of this formula, charge and spin)	1.9209	eV
spin multiplicity	2

=====

A gas-phase ion, C3H10BO (charge -1). Source: the Open Molecules 2025 dataset; level of theory: the ωB97M-V functional and the def2-TZVPD basis.

CARTESIAN COORDINATES (ANGSTROEM)
1 O 1.18596 -2.06651 1.09453
2 C -0.50133 2.11584 -0.23365
3 C 0.34946 -0.26148 -0.55555
4 C -0.37201 0.71186 0.37991
5 B 0.29203 -1.83212 -0.10286
6 H 0.69158 -2.53353 -1.05544
7 H -1.09758 2.03595 -1.13789
8 H 1.38036 0.09392 -0.62718
9 H -1.36996 0.34045 0.60070
10 H 0.20034 0.79414 1.29924
11 H -0.87691 -2.17688 0.12902
12 H 0.49179 2.44107 -0.53068
13 H -0.08815 -0.13287 -1.55064
14 H -0.93978 2.84372 0.44551
15 H 0.65419 -2.37354 1.84498

Properties
net charge	-1
E_LUMO	0.1518	Eh
orbital gap	7.640	eV
relative energy (zero: lowest compared OMol25 entry of this formula, charge and spin)	0.0000	eV
spin multiplicity	1